(1)
The following is a quantum chemistry calculation of 2 unconnected molecules or ions with the total composition C24H35Si at a distorted geometry, from the OMol25 dataset.

```
60
Properties=species:S:1:pos:R:3
C 4.21415 -2.21557 0.10071
C 3.03690 -1.75735 -0.78011
C 3.15616 -0.24411 -1.07591
Si 1.46864 -2.52471 0.10949
C 0.14087 -3.47742 -0.91455
C 0.95718 -4.48239 -1.74748
C -0.81757 -2.67618 -1.82944
C 1.14174 -2.16970 1.96358
C 0.22114 -3.27792 2.51212
C 0.59391 -0.77271 2.39350
H -0.00922 0.61562 -0.64130
H 5.13232 -2.32103 -0.50080
H 4.43306 -1.46795 0.88083
H 4.03193 -3.18794 0.59564
H 3.15615 -2.26979 -1.74431
H 4.10391 -0.02493 -1.60136
H 2.37136 0.16502 -1.72458
H 3.15848 0.34938 -0.14879
H -0.49939 -4.07953 -0.24437
H 0.35665 -5.36140 -2.00474
H 1.27656 -4.00680 -2.68103
H 1.85486 -4.83717 -1.22417
H -1.68116 -3.29794 -2.10416
H -1.23597 -1.79076 -1.34877
H -0.33465 -2.34058 -2.75463
H 2.10615 -2.25903 2.49068
H 0.28276 -3.30436 3.60648
H -0.82453 -3.08715 2.23971
H 0.48957 -4.27726 2.15138
H 0.50749 -0.74365 3.49421
H 1.25207 0.06029 2.11197
H -0.40800 -0.58553 1.98002
C -0.51281 2.64476 1.34151
C -1.33139 3.15543 2.41734
C -0.78673 3.38335 3.70115
C -1.50766 4.07953 4.66261
C -2.81397 4.56418 4.34393
C -3.41486 4.21816 3.10131
C -2.68930 3.48579 2.16648
C -1.03117 2.23073 0.13822
C -0.14867 1.62742 -0.89994
C -0.79913 1.55944 -2.31318
C -0.31741 0.64752 -3.28153
C -0.91124 0.55507 -4.55098
C -2.03856 1.28968 -4.87658
C -2.55645 2.16728 -3.91964
C -1.94015 2.29443 -2.65078
H 0.56218 2.52401 1.51900
H 0.23119 3.05982 3.90700
H -1.09757 4.28836 5.65164
H -3.37803 5.15378 5.06750
H -4.44562 4.52787 2.88907
H -3.16824 3.24676 1.22183
H -2.10222 2.10311 -0.04570
H 0.87521 2.07284 -0.89606
H 0.52060 -0.01764 -3.01246
H -0.48346 -0.14457 -5.28736
H -2.51366 1.16929 -5.84831
H -3.44645 2.74842 -4.16070
H -2.38795 3.01571 -1.94518
```

The value obtained for the relative energy (zero: lowest compared OMol25 entry of this formula, charge and spin) is 13.7 kcal/mol. As for the total charge: +1. The frontier orbital gap comes out at 5.037 eV.

(2)
The following is a quantum chemistry calculation of a molecular structure, C24H36BrNO10 at a distorted geometry, from the OMol25 dataset.

```
72
Properties=species:S:1:pos:R:3
O -0.70822 4.22604 0.87147
C 0.05757 3.32359 0.46367
C 0.70318 2.10788 1.24472
C 0.37174 1.41220 2.58024
C 1.31237 0.22767 3.01126
C 2.51115 -0.27690 2.13742
C 2.83903 0.44449 0.77761
C 1.92366 1.62333 0.40491
C 1.91180 2.63578 -0.81898
O 2.92283 2.86752 -1.51899
N 0.56257 3.28644 -0.95235
Br -0.33330 1.94689 -1.95665
H -0.51154 1.77772 3.20673
H 1.10744 -0.28997 4.00931
H 3.19146 -1.13655 2.44650
H 3.69277 0.15023 0.09043
O -1.60151 1.77580 4.52103
C -2.53266 2.45615 4.89839
O -3.74888 1.90762 5.05308
C -4.85712 2.56296 5.68802
C -5.63106 3.40736 4.69666
C -2.37311 3.93524 5.10574
H -4.53079 3.13417 6.56076
H -5.50534 1.76887 6.06611
H -5.01515 4.21045 4.28661
H -6.50797 3.85240 5.17203
H -5.96044 2.79740 3.85172
H -2.53656 4.45157 4.15761
H -1.35305 4.12744 5.44562
H -3.03063 4.34420 5.86955
O 0.74654 -1.77426 -0.81521
C 0.36185 -2.74097 -0.19756
O 0.90355 -3.04034 0.99726
C 0.37957 -4.02837 1.89674
C 0.92764 -5.40297 1.57322
C -0.65283 -3.68073 -0.78659
H -0.71324 -4.00635 1.91495
H 0.70856 -3.73567 2.89732
H 0.62843 -5.72965 0.57612
H 0.57444 -6.13938 2.29876
H 2.02065 -5.39103 1.58782
H -0.14084 -4.42627 -1.39820
H -1.33031 -3.10316 -1.41963
H -1.27625 -4.17440 -0.04433
O 0.78201 -7.47517 -0.51446
C 0.80768 -7.84726 -1.66659
O 1.90773 -7.64997 -2.41580
C 2.12020 -8.23173 -3.71050
C 1.51904 -7.36858 -4.80072
C -0.41075 -8.44477 -2.31277
H 1.75857 -9.26260 -3.74438
H 3.20284 -8.28184 -3.84862
H 0.43533 -7.28479 -4.69448
H 1.73868 -7.78471 -5.78644
H 1.92213 -6.35396 -4.74942
H -1.03632 -7.64407 -2.71198
H -0.97200 -8.99025 -1.55097
H -0.18338 -9.16388 -3.09657
O 0.06824 9.70192 -3.72067
C 0.50678 8.57992 -3.83655
O 0.26363 7.65678 -2.88849
C 0.55392 6.25681 -3.02863
C 1.97911 5.95467 -2.61588
C 1.40839 8.21803 -4.98385
H 0.32506 5.90435 -4.03796
H -0.13160 5.73305 -2.35809
H 2.69990 6.46747 -3.25708
H 2.17572 4.88204 -2.66412
H 2.16147 6.29982 -1.59481
H 2.43943 8.46411 -4.72336
H 1.11006 8.80580 -5.85483
H 1.34014 7.17438 -5.28288
```

The frontier orbital gap comes out at 8.241 eV.

(3)
The following is a quantum chemistry calculation of a molecular structure, C24H36CdF4O28S at a distorted geometry, from the OMol25 dataset.

```
94
Properties=species:S:1:pos:R:3
Cd -16.86945 22.49947 8.25756
S -18.48869 20.52509 7.31212
O -18.66763 22.04432 7.31145
O -18.47449 19.98103 5.96473
O -17.10709 20.47549 7.92399
O -19.49810 19.93782 8.17713
C -14.16513 20.01363 8.15278
O -13.32914 20.80038 9.01316
C -13.73957 21.97836 9.42141
O -14.75757 22.53804 9.08168
O -12.90268 22.55365 10.25967
C -11.72915 21.89626 10.71908
H -13.52793 19.32865 7.60198
H -14.64408 20.66669 7.42639
H -14.90130 19.47284 8.73617
H -11.96966 21.14303 11.46691
H -11.13394 22.66849 11.20070
H -11.14203 21.46912 9.91049
C -17.41529 26.44106 6.06283
O -17.31811 26.82351 7.43373
C -17.30034 25.85309 8.34233
O -17.27890 24.67129 8.09503
O -17.29281 26.30030 9.57455
C -17.44149 27.69624 9.84491
H -17.22074 25.38115 5.90819
H -16.66320 26.98492 5.49363
H -18.40495 26.65713 5.66991
H -17.72221 27.78745 10.89427
H -18.24779 28.16221 9.28583
H -16.48392 28.19946 9.72745
C -19.21574 20.73887 11.39328
O -18.29828 21.49273 12.19153
C -17.50464 22.34332 11.59052
O -17.30859 22.42046 10.39621
O -16.92812 23.10659 12.50190
C -15.87722 23.96639 12.08985
H -18.91745 20.67905 10.34809
H -20.22057 21.14956 11.49088
H -19.25975 19.71075 11.75044
H -16.28486 24.92426 11.76377
H -15.25230 23.55130 11.30369
H -15.26306 24.15021 12.96838
C -13.73593 24.82187 6.62332
O -13.95267 24.05077 5.43931
C -15.00275 23.24418 5.45843
O -15.63990 22.94577 6.44704
O -15.22616 22.78629 4.25522
C -16.25152 21.79006 4.10258
H -14.64844 25.30663 6.96554
H -13.00280 25.58123 6.36416
H -13.31473 24.22072 7.42819
H -17.01037 21.82019 4.87957
H -15.79724 20.80216 4.04687
H -16.72144 21.97920 3.13863
C -19.59777 17.64609 4.79441
C -18.25107 17.12175 4.37917
O -18.55271 16.53399 3.11864
C -19.89258 16.24822 3.05243
O -20.38515 15.61884 2.18288
O -20.52955 16.80991 4.09493
F -17.78854 16.11662 5.17241
H -19.77814 18.68814 4.55085
H -19.78958 17.56922 5.86394
H -17.51432 17.89369 4.18551
C -20.46190 22.11791 4.86831
C -20.37735 23.56414 5.33480
O -21.64636 24.08963 5.06537
C -22.36749 23.19918 4.31017
O -23.45741 23.37869 3.90750
O -21.58444 22.13470 3.99716
F -19.45121 24.30813 4.62352
H -20.60574 21.46720 5.72513
H -19.54403 21.83883 4.36044
H -20.15450 23.66008 6.39242
C -21.05496 17.26713 9.06470
C -21.90489 16.03473 8.76283
O -22.12168 15.48936 10.06744
C -21.97280 16.48055 10.98790
O -22.26551 16.39137 12.13083
O -21.45021 17.58599 10.40308
F -21.20011 15.11175 8.06100
H -21.33591 18.10309 8.42757
H -19.98927 17.08603 8.94988
H -22.88777 16.20455 8.33035
C -21.91974 21.67706 8.63680
C -22.93865 20.85501 9.39033
O -24.09266 21.00151 8.64375
C -24.02664 22.23400 8.01164
O -24.93311 22.72898 7.45590
O -22.75418 22.68583 8.01917
F -23.14927 21.40332 10.64486
H -21.42425 21.13769 7.83712
H -21.18649 22.15346 9.27925
H -22.63821 19.82323 9.55292
```

The frontier orbital gap comes out at 9.359 eV.

(4)
The following is a quantum chemistry calculation of a molecular structure, C24H36MnN2Si at a distorted geometry, from the OMol25 dataset.

```
64
Properties=species:S:1:pos:R:3
C 0.97121 0.94574 -0.10428
C -0.07175 1.06230 -1.06795
C -1.27995 1.36403 -0.38938
H 0.10665 1.16918 -2.14269
C -0.97601 1.55396 1.00140
C 0.43658 1.31820 1.17917
H 1.04305 1.47662 2.07304
H 2.01866 0.77908 -0.36530
H -2.22619 1.62448 -0.87528
H -1.69262 1.94360 1.72692
Mn -0.49376 -0.53778 0.58375
C -1.88224 -2.63564 -4.03643
H -2.28300 -2.11378 -3.12014
H -1.65247 -3.68711 -3.70548
H -2.63870 -2.54659 -4.91913
Si -0.46939 -1.36297 -4.15942
C 1.41457 -1.27211 -4.48025
C 2.12885 -0.13505 -4.04992
H 1.56135 0.79855 -3.88686
C 3.53840 -0.17032 -3.88765
H 4.06321 0.72910 -3.52084
C 4.24532 -1.34275 -4.22662
H 5.32766 -1.39552 -4.09697
C 3.55296 -2.48809 -4.66153
H 4.07469 -3.41885 -4.93412
C 2.14748 -2.44544 -4.75865
H 1.57776 -3.32294 -5.08523
C -1.44894 0.21068 -4.62086
C -0.99269 1.07532 -5.62556
H -0.12090 0.77972 -6.21662
C -1.65791 2.28602 -5.91632
H -1.29651 2.93452 -6.72032
C -2.80390 2.66199 -5.19452
H -3.32757 3.60054 -5.41635
C -3.30781 1.79291 -4.21466
H -4.22815 2.05537 -3.67354
C -2.64873 0.57074 -3.95722
H -3.09582 -0.13311 -3.24600
H -0.44574 -1.16667 -2.66338
H -0.26916 -2.66211 -4.90201
C 2.38806 -1.83105 0.66658
N 0.94585 -2.18251 0.57320
C 0.75478 -2.89577 -0.72227
C 0.56280 -3.13655 1.71265
C -0.57747 -2.63966 2.57051
N -0.47828 -1.17161 2.77412
C -1.66577 -0.63390 3.47628
C 0.74290 -0.83631 3.55846
H 3.00532 -2.74670 0.84719
H 2.53899 -1.11845 1.49844
H 2.73940 -1.37279 -0.28350
H 1.22258 -3.90271 -0.69327
H -0.32269 -3.00651 -0.90918
H 1.17583 -2.30924 -1.55403
H 0.27045 -4.09826 1.27374
H 1.45199 -3.32084 2.32909
H -1.57141 -2.83878 2.14500
H -0.49675 -3.09970 3.56021
H -1.78605 -1.17775 4.42841
H -1.54766 0.44706 3.68340
H -2.56280 -0.79433 2.85758
H 0.66016 -1.31618 4.55682
H 1.65552 -1.22504 3.07325
H 0.80344 0.26397 3.67562
```

The value obtained for the relative energy (zero: lowest compared OMol25 entry of this formula, charge and spin) is 59.6 kcal/mol. The spin multiplicity is 5. As for the total charge: +1. The frontier orbital gap (spin up / spin down) comes out at 7.442 / 7.846 eV.

(5)
The following is a quantum chemistry calculation of C24H36N2O5S in the gas phase, from the OMol25 dataset.

```
68
Properties=species:S:1:pos:R:3
C 1.29371 3.29705 -1.24474
C 0.13644 2.44438 -1.66366
C -0.94622 2.23427 -0.82388
C -2.03555 1.45617 -1.20502
C -2.01700 0.86392 -2.46608
C -0.95251 1.07378 -3.34215
C 0.11478 1.85498 -2.91949
H 0.94147 2.02263 -3.59457
C -0.93527 0.50872 -4.72586
H -1.90647 0.64486 -5.19287
H -0.17220 1.00155 -5.32379
H -0.72483 -0.55876 -4.70039
S -3.39097 -0.12755 -3.07654
O -4.34169 -0.42533 -2.04166
O -3.89713 0.49393 -4.27016
N -2.64062 -1.55987 -3.57181
H -2.99974 -1.79275 -4.48622
C -2.71327 -2.67312 -2.64189
H -3.75537 -2.88245 -2.36576
C -1.92670 -2.35272 -1.37250
C -0.43368 -2.17870 -1.63425
C 0.23685 -1.56725 -0.39953
H 1.29695 -1.83038 -0.39799
H 0.16166 -0.47936 -0.45189
C -0.41375 -2.07254 0.90518
C 0.63891 -2.10343 2.00618
O 1.23682 -3.12714 2.28225
N 0.88317 -0.94849 2.67814
C 0.39311 0.37371 2.37692
H -0.44314 0.33800 1.68263
C 1.51195 1.23379 1.78695
H 1.15655 2.24878 1.61768
H 1.85844 0.81530 0.84266
C 2.70551 1.29212 2.74182
C 3.14594 -0.13451 3.11710
C 1.95288 -0.92273 3.65547
H 2.23858 -1.95430 3.86526
H 1.58280 -0.44657 4.56909
H 3.54241 -0.61553 2.22220
H 3.93424 -0.09403 3.86941
O 2.35639 2.04215 3.88967
C 3.52000 2.69265 4.34838
H 3.94421 2.16588 5.21185
C 4.48220 2.66552 3.14101
H 4.74025 3.66316 2.78067
O 3.75437 2.01287 2.12408
H 5.40185 2.11485 3.37243
H 3.24239 3.70569 4.64670
H 0.05769 0.83470 3.31314
C -0.97428 -3.47872 0.68860
C -2.13119 -3.44741 -0.31526
H -2.20564 -4.42006 -0.80579
H -3.07458 -3.27003 0.20361
H -0.16726 -4.12048 0.33637
H -1.31337 -3.88793 1.64094
H -1.24161 -1.42247 1.19662
H 0.00239 -3.15186 -1.86468
H -0.27600 -1.52746 -2.49329
H -2.31951 -1.40618 -0.99601
H -2.29230 -3.55270 -3.13669
C -3.18517 1.32646 -0.25670
H -4.10182 1.67649 -0.72582
H -3.36031 0.28912 0.01963
H -2.99972 1.90875 0.64379
H -0.95964 2.70509 0.14879
H 1.01411 3.96109 -0.43112
H 1.64748 3.89547 -2.08121
H 2.12199 2.67495 -0.90600
```

The value obtained for the relative energy (zero: lowest compared OMol25 entry of this formula, charge and spin) is 0.0 kcal/mol. The frontier orbital gap comes out at 9.804 eV. As for the structure (SMILES): Cc1cc(C)c(S(=O)(=O)NC[C@H]2CC[C@@H](C(=O)N3CCC4(CC3)OCCO4)CC2)c(C)c1.

(6)
The following is a quantum chemistry calculation of a gas-phase ion, C24H36NO (charge +1) at a distorted geometry, from the OMol25 dataset.

```
62
Properties=species:S:1:pos:R:3
C -3.73058 -3.23550 -0.31290
H -4.22554 -3.90852 0.38031
H -2.73903 -3.62786 -0.52107
H -4.29981 -3.22200 -1.23870
C -3.63746 -1.83746 0.29456
C -2.89497 -0.92764 -0.68076
H -1.86731 -1.28927 -0.77097
H -3.37216 -1.00528 -1.66130
N -2.81010 0.52981 -0.34989
C -4.15260 1.16016 -0.46000
C -4.17669 2.62905 -0.04675
C -3.62466 2.80269 1.36476
C -2.23456 2.18109 1.45617
C -2.28410 0.71847 1.02929
H -2.94757 0.18497 1.71033
H -1.28996 0.26806 1.07138
H -1.87713 2.21374 2.48560
H -1.52144 2.74466 0.85418
H -3.58084 3.86044 1.61917
H -4.28948 2.31688 2.08141
H -5.21300 2.96608 -0.08638
H -3.61653 3.24722 -0.74924
H -4.82907 0.60559 0.19231
H -4.50008 1.05114 -1.48976
C -1.87578 1.13811 -1.35285
C -0.53625 0.60198 -1.22931
C 0.56846 0.15801 -1.07954
C 1.89500 -0.42465 -0.90535
C 1.71900 -1.70330 -0.07740
C 2.54174 -2.06055 0.98174
C 2.34904 -3.26425 1.64106
C 1.34552 -4.13008 1.24614
C 0.54066 -3.79570 0.16995
C 0.72967 -2.59412 -0.48633
H 0.13134 -2.34789 -1.35270
H -0.22504 -4.47935 -0.16592
H 1.20191 -5.06692 1.76161
H 2.99680 -3.52696 2.46332
H 3.34688 -1.42006 1.30390
O 2.34364 -0.78792 -2.20390
H 3.21184 -1.19853 -2.12374
C 2.82090 0.64212 -0.26813
C 3.06579 1.79475 -1.24628
C 4.04587 2.79719 -0.64492
C 3.51548 3.34231 0.67761
C 3.23010 2.20156 1.64958
C 2.24771 1.20816 1.03323
H 1.30839 1.72348 0.81387
H 2.02837 0.40841 1.74362
H 2.81816 2.59685 2.57995
H 4.16304 1.68842 1.89119
H 4.24231 4.02786 1.11491
H 2.59513 3.90281 0.49594
H 4.20792 3.61638 -1.34676
H 5.00814 2.30926 -0.47570
H 3.45678 1.40836 -2.18863
H 2.11611 2.29081 -1.46273
H 3.78615 0.16671 -0.06326
H -1.84950 2.21887 -1.21165
H -2.26335 0.92953 -2.35428
H -3.10134 -1.91108 1.24088
H -4.64772 -1.47656 0.49196
```

As for the total charge: +1. The frontier orbital gap comes out at 9.677 eV. As for the structure (SMILES): CCC[N+]1(CC#C[C@](O)(c2ccccc2)C2CCCCC2)CCCCC1.